81
Properties=species:S:1:pos:R:3 method="wB97M-V/def2-TZVPD" e_above_lowest_kcal_mol=7.0 max_force_ev_per_a=0.49 total_charge=+1
Sc 0.47813 -0.44155 0.30890
Se 2.61260 -1.56402 -0.64666
P 3.19007 -1.21817 1.44619
Se 1.41762 -1.01920 2.71326
C 4.21595 0.27024 1.51296
C 3.94315 1.30108 2.40345
C 4.75221 2.42958 2.42012
C 5.83057 2.52542 1.55344
C 6.10688 1.49143 0.66599
C 5.30084 0.36612 0.64221
C 4.18819 -2.60250 2.02293
C 4.97782 -3.31264 1.12186
C 5.81397 -4.31548 1.58534
C 5.86092 -4.60990 2.94071
C 5.07077 -3.90431 3.83731
C 4.23323 -2.89875 3.38246
H 3.09920 1.22337 3.07684
H 4.54245 3.22997 3.11752
H 6.46330 3.40313 1.57269
H 6.95210 1.56202 -0.00573
H 5.51329 -0.43122 -0.06022
H 4.92894 -3.10147 0.06115
H 6.42230 -4.87285 0.88600
H 6.51045 -5.39758 3.29854
H 5.10122 -4.13989 4.89242
H 3.61095 -2.35665 4.08303
F -5.54613 0.55702 -2.97602
C -5.27942 1.11060 -1.79399
C -4.23148 0.65046 -1.01254
C -4.08815 1.25053 0.22541
F -3.12679 0.80866 1.06635
C -4.88949 2.28161 0.67029
F -4.68993 2.83551 1.86531
C -5.91021 2.73397 -0.14987
F -6.69473 3.72110 0.25199
C -6.11280 2.13953 -1.38400
F -7.10252 2.55655 -2.16202
Ge -2.92198 -0.73227 -1.49010
S -0.95483 0.21811 -1.58896
C -3.30191 -1.58867 -3.19265
C -3.22167 -0.82259 -4.34598
F -2.89945 0.47343 -4.25179
C -3.44828 -1.34453 -5.60364
F -3.36340 -0.58103 -6.68656
C -3.76384 -2.68954 -5.72533
F -3.98247 -3.21118 -6.92106
C -3.83954 -3.48911 -4.59725
F -4.12986 -4.77999 -4.71519
C -3.60337 -2.92965 -3.35390
F -3.67570 -3.74224 -2.28960
C -3.12054 -2.02722 -0.01684
C -4.39509 -2.43337 0.34335
F -5.44263 -2.02253 -0.37861
C -4.64093 -3.26539 1.42257
F -5.87584 -3.62659 1.73141
C -3.57778 -3.72338 2.18573
F -3.79271 -4.51751 3.21942
C -2.28351 -3.35092 1.85680
F -1.25231 -3.78793 2.56608
C -2.10908 -2.52019 0.77043
F -0.79012 -2.21781 0.45918
C 2.69377 2.33647 -1.64545
N 1.78019 3.15954 -0.85710
C 1.93402 4.60163 -1.00507
C 1.01833 2.60080 0.07555
O 1.24159 1.39160 0.43006
N 0.06303 3.31687 0.71275
C -0.43212 2.77693 1.97211
C -0.91275 4.10527 -0.04201
H 2.78861 2.78115 -2.63427
H 2.30888 1.32683 -1.74426
H 3.67560 2.29398 -1.16884
H 2.99852 4.82063 -1.08432
H 1.53542 5.11251 -0.13335
H 1.43763 4.96595 -1.90524
H 0.39773 2.49611 2.61622
H -1.08304 1.91311 1.82271
H -1.01647 3.55164 2.46505
H -0.55093 4.31910 -1.04186
H -1.11466 5.04324 0.47380
H -1.84198 3.53702 -0.13758


70
Properties=species:S:1:pos:R:3 method="wB97M-V/def2-TZVPD" e_above_lowest_kcal_mol=0.0 max_force_ev_per_a=0.13 total_charge=-1
Pt 0.25858 -0.29545 -0.98105
O -6.33184 1.26531 -1.63117
C -5.16468 0.98918 -1.51649
S -3.87762 2.19373 -1.34021
C -2.55126 1.05609 -1.24002
C -2.85119 -0.24331 -1.32169
S -1.62775 -1.48640 -1.22686
S -4.53811 -0.66803 -1.51732
S -0.91311 1.62219 -1.02565
C -0.53222 -0.53631 7.28855
C -1.14759 -1.47942 6.47707
C -1.07781 -1.35657 5.09677
C -0.38007 -0.30593 4.50490
C 0.22961 0.63687 5.32687
C 0.15178 0.52270 6.70948
As -0.34060 -0.27204 2.52583
C 1.33421 -1.27280 2.40934
C 1.49039 -2.64778 2.43597
C 2.76345 -3.19739 2.34773
C 3.87274 -2.36923 2.22735
C 3.71814 -0.99074 2.18663
C 2.44608 -0.43565 2.27273
C 2.12805 1.00306 2.21029
C 3.05026 2.02451 2.01917
C 2.61541 3.33795 1.94844
C 1.26239 3.64015 2.05846
C 0.33591 2.62180 2.23660
C 0.76972 1.30839 2.32044
H -0.58964 -0.62433 8.36645
H -1.68933 -2.30698 6.91883
H -1.57715 -2.08922 4.47084
H 0.77569 1.46341 4.88887
H 0.63197 1.26495 7.33594
H 0.62506 -3.29612 2.50801
H 2.88994 -4.27286 2.36005
H 4.86464 -2.79932 2.15339
H 4.58972 -0.35353 2.07954
H 4.10178 1.79730 1.90204
H 3.33368 4.13338 1.78724
H 0.92765 4.66695 1.98025
H -0.72135 2.85177 2.28080
Cl 7.77573 -0.70737 0.84944
C 6.98528 0.76592 0.33972
C 6.87569 1.79051 1.25889
C 6.22838 2.96023 0.89957
C 5.70433 3.07492 -0.37550
C 5.84486 2.05106 -1.29692
Cl 5.23285 2.33765 -2.89289
C 6.49640 0.85002 -0.97573
N 6.73736 -0.18478 -1.86461
C 5.81556 -0.63716 -2.87304
C 6.23225 -0.58236 -4.19758
C 5.40628 -1.02711 -5.21261
C 4.14898 -1.52874 -4.89923
C 3.74239 -1.60228 -3.57923
C 4.57121 -1.16981 -2.54353
C 4.11603 -1.32573 -1.10932
C 2.67302 -0.92248 -0.95943
O 1.77212 -1.81248 -0.95318
O 2.34876 0.29674 -0.90065
H 7.28327 1.65409 2.25110
H 6.11778 3.76574 1.61233
H 5.17972 3.96897 -0.68259
H 7.24023 -0.94293 -1.42855
H 7.20460 -0.15780 -4.41144
H 5.73324 -0.96960 -6.24287
H 3.48353 -1.86423 -5.68420
H 2.76357 -1.99770 -3.33357
H 4.71461 -0.72423 -0.43041
H 4.20254 -2.37094 -0.80589


70
Properties=species:S:1:pos:R:3 method="wB97M-V/def2-TZVPD" e_above_lowest_kcal_mol=4.1 max_force_ev_per_a=3.41 total_charge=-1
Ti -0.90603 -0.73941 0.51616
F 2.76807 -5.99763 4.21250
C 2.51381 -4.89022 3.48916
C 1.21161 -4.58271 3.11157
F 0.20315 -5.38768 3.48545
C 0.95460 -3.46153 2.34879
F -0.33169 -3.23738 1.95919
C 1.95263 -2.55267 1.94741
S 1.65443 -1.14085 1.03359
C 3.25994 -2.89882 2.35733
F 4.28084 -2.10215 2.00717
C 3.54121 -4.03528 3.09022
F 4.81337 -4.32275 3.41759
Cl -1.08710 4.75743 5.04609
C -1.16977 3.17969 4.32661
C -0.01563 2.42298 4.21257
C -0.08721 1.16542 3.65034
C -1.30287 0.63133 3.18191
C -1.33155 -0.70208 2.60145
C -2.45125 1.42517 3.32848
C -2.38808 2.68537 3.88902
H 0.92744 2.82314 4.55355
H 0.81343 0.56643 3.56780
H -2.29981 -1.20559 2.73180
H -0.53539 -1.29591 3.05988
H -3.41054 1.03579 3.01517
H -3.27844 3.28587 3.99383
F -3.32493 -0.33561 -1.24208
C -2.84457 -0.27775 0.03496
F -3.10057 1.02117 0.42586
F -3.74741 -1.03126 0.75973
Cl -2.53769 -2.61158 -6.38549
C -2.10177 -2.58136 -4.70615
C -0.80064 -2.26568 -4.34664
C -0.45981 -2.23389 -3.01094
C -1.39855 -2.51835 -2.00862
C -1.00715 -2.53829 -0.60768
C -2.69647 -2.86296 -2.41553
C -3.05214 -2.89013 -3.74726
H -0.06638 -2.05364 -5.10965
H 0.55883 -1.99332 -2.73208
H -1.68617 -3.17982 -0.02653
H 0.03293 -2.88792 -0.52585
H -3.43267 -3.12764 -1.66897
H -4.05565 -3.16201 -4.04047
C 2.72006 5.22912 -1.01426
C 3.09390 4.51954 0.11599
C 2.30678 3.47904 0.56999
C 1.15001 3.10081 -0.11197
C 0.78841 3.81676 -1.25152
C 1.56686 4.87107 -1.69292
C 0.37463 1.95604 0.39467
C -0.14077 0.96850 -0.34704
C 0.08339 0.91089 -1.79454
C -0.95261 1.08201 -2.71777
C -0.69506 1.03366 -4.07458
C 0.59457 0.81895 -4.53729
C 1.62970 0.65134 -3.63098
C 1.38131 0.70074 -2.27405
H 3.31832 6.05953 -1.36359
H 3.99920 4.77565 0.64978
H 2.59954 2.92657 1.45163
H -0.11327 3.55432 -1.78477
H 1.26974 5.42141 -2.57523
H 0.28751 1.93304 1.48075
H -1.95636 1.27164 -2.36302
H -1.50824 1.17170 -4.77289
H 0.79565 0.77963 -5.59891
H 2.64192 0.49321 -3.98023
H 2.18645 0.57888 -1.55851


Number 1: HOMO -11.631 eV, E -11409.6883 Eh. Number 2: HOMO -3.980 eV, E -6496.4591 Eh. Number 3: HOMO -5.461 eV, E -4314.5343 Eh.